[1]
The following is a DFT calculation (ωB97M-V with the def2-TZVPD basis set) of a structure of composition C8H18AgBr2F2N2O2 at a distorted geometry.

Results
E_tot (Ha): -6070.14471
LUMO level (spin up / spin down) (eV): 0.081 / -4.003
Gap between HOMO and LUMO (spin up / spin down) (Ha): 0.3668 / 0.2060
Expectation value of S²: 0.784
Spin multiplicity: 2
Largest force on an atom (hartree/bohr): 0.0771
HOMO energy (spin up / spin down) (eV): -9.899 / -9.609

XYZ file:
```
35
Properties=species:S:1:pos:R:3:forces:R:3:mulliken_spin:R:1
Ag 0.54696 1.77790 0.71429 -0.4 1.4 0.0 0.21
F -1.14074 3.37514 1.28555 1.6 -1.2 -0.6 0.33
F 2.60813 3.03122 0.29362 -1.5 -0.8 0.3 0.48
Br -2.71267 0.51632 -1.88644 0.8 0.9 0.2 0.00
C -1.79326 2.26182 -2.10699 0.7 1.3 -1.3 0.00
C -0.52293 2.25202 -3.04302 -1.6 -2.0 0.4 0.00
Br -1.03569 1.41620 -4.78209 0.5 0.5 0.4 0.00
H -1.44265 2.76553 -1.20619 -0.4 -0.7 0.7 0.00
H -2.59469 2.89802 -2.48254 0.2 -0.1 -0.2 0.00
H 0.13020 1.51732 -2.57213 0.4 0.2 -0.3 0.00
H 0.01918 3.17616 -3.24348 -0.6 0.1 0.2 0.00
C 0.07468 -1.09400 -1.05962 1.4 1.2 -1.2 0.00
O 0.82873 -0.16293 -0.61073 -1.2 -2.0 -1.0 0.00
N 0.28885 -1.71836 -2.28180 0.7 1.8 0.5 0.00
C -0.54001 -2.63102 -3.06326 -0.7 0.8 1.7 0.00
C 1.48046 -1.59202 -3.09858 2.4 -0.2 0.9 0.00
H -0.79750 -1.39195 -0.45736 0.1 -0.2 -0.5 0.00
H -1.51870 -2.48615 -2.60579 -0.3 -1.2 -0.3 0.00
H 0.00416 -3.57439 -3.01831 -0.9 -0.5 -0.1 0.00
H -0.59019 -2.28536 -4.09578 0.0 0.1 0.1 0.00
H 2.02177 -2.52893 -2.96717 -0.1 -0.5 -0.2 0.00
H 1.33605 -1.51994 -4.17657 -0.5 0.5 0.3 0.00
H 2.28120 -0.92897 -2.77102 -0.7 0.8 0.2 0.00
C -1.25102 -0.08929 3.56874 1.4 0.8 -2.0 0.00
O -1.44500 -0.01358 2.30895 0.3 -0.4 3.9 -0.01
N -0.02277 -0.34914 4.12787 1.5 -0.3 -2.4 0.00
C 0.51485 -0.06269 5.46699 -2.1 -0.4 -0.3 0.00
C 1.09455 -0.65503 3.19434 0.1 1.0 -0.3 -0.01
H -1.94297 0.11976 4.39922 -0.7 0.0 -0.7 0.00
H -0.37124 0.01865 6.09653 0.2 0.0 0.4 0.00
H 1.05921 0.87953 5.53023 0.2 -0.2 -0.3 0.00
H 1.08976 -0.93601 5.77506 0.2 0.3 0.1 0.00
H 1.72254 0.21530 3.00397 0.3 0.6 0.8 0.00
H 1.76524 -1.39996 3.62254 -0.3 -0.2 -0.2 0.00
H 0.85548 -0.80115 2.14097 -0.9 -1.0 0.4 0.00
```
Forces are in eV/Å.

[2]
The following is a DFT calculation (ωB97M-V with the def2-TZVPD basis set) of a structure of composition C8H18AgF3O9S at a distorted geometry.

Results
E_tot (Ha): -1837.50648
LUMO level (eV): 4.560
Gap between HOMO and LUMO (Ha): 0.1434
Spin multiplicity: 1
Largest force on an atom (hartree/bohr): 0.0730
Total charge: -2
HOMO energy (eV): 0.658

XYZ file:
```
40
Properties=species:S:1:pos:R:3:forces:R:3:nbo_charge:R:1
Ag -0.48437 0.07892 0.10047 -0.1 0.4 -1.1 0.89
C 0.38864 0.95448 -4.86646 -0.5 -0.1 2.5 0.71
F -0.47097 -0.04272 -4.95363 0.0 -0.2 -0.7 -0.30
F 1.63898 0.43982 -4.87483 0.0 0.1 -0.4 -0.35
F 0.25456 1.77389 -5.90447 0.1 0.1 -0.5 -0.34
S 0.06677 1.86071 -3.22223 -0.9 1.0 1.5 2.30
O -1.35041 2.20040 -3.18692 1.2 -0.2 -0.8 -0.95
O 0.46618 0.95989 -2.12807 0.3 0.3 -1.3 -1.02
O 0.94094 3.03361 -3.35815 0.1 -0.5 -0.2 -1.04
C -2.32221 -0.91034 -1.76693 0.9 3.4 -1.3 0.92
O -2.59983 -0.66843 -2.97905 -0.6 -1.7 0.4 -0.83
O -2.65366 0.01120 -0.88213 -0.8 -0.1 1.4 -1.01
O -1.46153 -1.77149 -1.35097 0.3 -1.8 0.6 -0.95
C 3.52845 -1.66004 1.73913 0.5 -0.4 -0.1 -0.65
C 2.00649 -1.53640 1.72769 -0.3 1.1 -0.1 -0.08
O 1.69283 -0.25472 1.16738 0.1 0.2 0.0 -0.72
H 4.00458 -1.18113 2.59988 -0.3 0.0 0.2 0.19
H 3.96544 -1.13780 0.88520 -0.3 -0.1 -0.2 0.22
H 3.94779 -2.66734 1.68493 -0.4 -0.2 0.1 0.21
H 1.54552 -1.53550 2.72065 0.3 -0.5 0.1 0.16
H 1.41383 -2.20673 1.10580 0.5 -0.4 0.0 0.22
H 2.29566 0.39066 1.54771 -0.1 0.2 -0.1 0.46
C -1.26775 -3.21201 3.33460 -1.2 -0.7 1.0 -0.62
C -1.38227 -3.13249 1.82507 -0.4 -0.2 -0.2 -0.05
O -1.32964 -1.79099 1.48325 0.4 0.4 0.6 -0.80
H -2.21627 -2.86758 3.76153 0.0 0.3 -0.1 0.20
H -0.51534 -2.63187 3.86891 0.4 0.1 -0.7 0.20
H -1.22584 -4.23855 3.71911 0.3 -0.1 -0.3 0.18
H -2.36209 -3.49959 1.48680 0.0 -0.3 0.4 0.17
H -0.66998 -3.79088 1.30348 0.4 0.4 0.0 0.14
H -1.69449 -1.63212 0.58091 -0.2 -0.5 -0.8 0.53
C 0.54214 3.56522 0.40938 0.1 0.1 0.1 -0.64
C -0.97944 3.62181 0.27484 0.3 -0.4 -0.9 -0.06
O -1.44347 2.27872 0.27072 -0.1 0.9 1.0 -0.74
H 0.81207 3.24345 1.41937 0.0 0.1 0.1 0.18
H 1.03027 4.52051 0.20341 -0.2 0.2 0.1 0.19
H 1.01369 2.86281 -0.27995 -0.5 -0.1 -0.2 0.26
H -1.29126 4.07136 -0.67236 0.3 0.1 -0.2 0.18
H -1.43427 4.23910 1.05882 0.1 -0.2 0.3 0.12
H -2.39972 2.26217 0.14713 0.1 -0.6 -0.5 0.51
```
Forces are in eV/Å.

[3]
The following is a DFT calculation (ωB97M-V with the def2-TZVPD basis set) of a cluster of 2 separate species, C8H18BN2O4 in total.

Results
E_tot (Ha): -751.00560
LUMO level (eV): 2.286
Gap between HOMO and LUMO (Ha): 0.2408
Spin multiplicity: 1
Largest force on an atom (hartree/bohr): 0.0088
Total charge: -1
HOMO energy (eV): -4.267

XYZ file:
```
33
Properties=species:S:1:pos:R:3:forces:R:3:nbo_charge:R:1
N -1.68292 1.42833 2.70892 -0.1 0.0 0.1 -0.65
C -1.40464 2.57879 2.25800 0.3 0.0 -0.1 0.18
C -0.46248 2.76854 1.10255 -0.1 0.2 0.2 -0.86
B 0.13471 1.42373 0.47086 0.0 0.3 0.0 1.04
C 1.44492 0.81055 1.09312 0.1 -0.1 0.1 -0.84
C 1.11710 -0.25664 2.19096 0.0 0.1 -0.1 -0.20
N 1.89002 -1.49653 2.09842 0.0 0.0 0.0 -0.84
C -0.55529 0.83260 -0.80464 0.0 -0.3 -0.3 -0.83
C -1.74425 -0.12222 -0.50726 0.0 0.1 0.0 -0.40
C -1.31217 -1.56607 -0.32247 0.1 -0.2 0.1 -0.05
O -0.80277 -2.12401 -1.51739 0.2 -0.1 0.3 -0.74
H -2.31052 1.47879 3.51150 0.0 0.0 -0.1 0.34
H -1.80594 3.50006 2.70163 -0.1 -0.1 0.0 0.14
H -0.98687 3.38433 0.35935 0.0 -0.1 0.0 0.23
H 0.34425 3.41662 1.48100 0.0 -0.1 0.0 0.23
H 2.04250 0.32259 0.31491 -0.1 0.0 0.0 0.23
H 2.07848 1.59065 1.53070 0.0 -0.1 0.0 0.21
H 0.05486 -0.51035 2.17456 0.1 0.0 0.0 0.20
H 1.28235 0.20309 3.16995 0.0 0.0 0.0 0.18
H 2.72729 -1.36883 1.54385 0.0 0.0 0.1 0.36
H 1.35573 -2.23017 1.65113 0.0 0.1 -0.1 0.36
H -0.94010 1.64122 -1.43786 0.0 0.1 0.2 0.23
H 0.15616 0.29663 -1.44653 -0.1 0.0 0.1 0.25
H -2.29786 0.20556 0.37862 0.0 0.0 0.0 0.21
H -2.43137 -0.10706 -1.35789 0.0 0.0 0.1 0.21
H -0.58568 -1.65058 0.49863 0.0 0.0 -0.1 0.14
H -2.16213 -2.19459 -0.03561 -0.1 0.2 0.0 0.17
H 0.14355 -1.92762 -1.60312 -0.2 0.0 -0.2 0.50
C 1.68071 -2.08236 -4.77340 0.1 0.2 0.3 0.95
O 1.04456 -2.93892 -5.40378 -0.1 0.0 -0.1 -0.80
O 1.04295 -1.67224 -3.53367 0.0 0.1 0.2 -0.83
O 2.74686 -1.49999 -4.97408 0.0 -0.1 -0.1 -0.78
H 0.19800 -2.13392 -3.52099 0.0 -0.1 -0.3 0.47
```
Forces are in eV/Å.

[4]
The following is a DFT calculation (ωB97M-V with the def2-TZVPD basis set) of the ion C8H18BO6S with charge -1 at a distorted geometry.

Results
E_tot (Ha): -1190.20694
LUMO level (eV): 3.127
Gap between HOMO and LUMO (Ha): 0.2844
Spin multiplicity: 1
Largest force on an atom (hartree/bohr): 0.0225
Total charge: -1
HOMO energy (eV): -4.613

XYZ file:
```
34
Properties=species:S:1:pos:R:3:forces:R:3:nbo_charge:R:1
O 4.12048 0.47039 0.63318 0.0 0.2 -0.2 -0.95
S 3.00117 1.37198 0.60097 -0.3 -0.5 1.0 2.37
O 3.25459 2.78240 0.54927 0.0 -0.1 -0.1 -0.94
O 2.16751 1.09131 1.94548 0.3 0.2 -0.4 -0.91
C 1.83307 0.90294 -0.64929 -0.4 0.1 -0.4 -0.74
C 2.23063 -0.28987 -1.51182 0.0 0.0 0.0 -0.40
C 2.23936 -1.64299 -0.78704 0.2 0.0 0.2 -0.41
C 0.91347 -2.25302 -0.25689 0.0 -0.1 0.2 -0.42
C -0.33024 -1.38973 -0.20372 0.0 0.2 -0.2 0.07
C -1.65155 -2.09844 0.04995 0.1 0.0 0.1 -0.06
O -2.53178 -1.05862 0.34747 0.1 0.1 0.1 -0.73
B -1.73920 0.02309 1.02801 -0.1 0.0 0.2 0.65
C -1.88649 1.46721 0.28348 0.1 0.0 -0.1 -0.72
C -3.18779 2.22894 0.46998 -0.1 0.0 0.0 -0.04
O -4.37081 1.43649 0.30743 -0.2 0.2 -0.3 -0.73
O -0.28741 -0.48365 0.88186 0.0 0.3 0.0 -0.78
H 1.30067 0.69067 1.74334 -0.3 -0.3 -0.1 0.54
H 1.66347 1.81282 -1.22682 0.2 -0.1 -0.1 0.25
H 0.88331 0.64845 -0.16137 0.2 0.3 0.1 0.31
H 1.51648 -0.29467 -2.34095 0.0 -0.1 0.0 0.21
H 3.22142 -0.13841 -1.94758 0.0 0.0 0.0 0.21
H 2.93862 -1.56783 0.04826 0.0 0.1 -0.1 0.22
H 2.70693 -2.34681 -1.48193 -0.1 -0.1 0.1 0.20
H 1.06544 -2.57321 0.77956 0.1 -0.1 -0.1 0.21
H 0.69329 -3.16188 -0.82784 -0.1 0.1 -0.1 0.19
H -0.46464 -0.83240 -1.15254 0.1 -0.1 0.0 0.14
H -1.50648 -2.77324 0.91510 -0.1 -0.1 -0.1 0.14
H -2.00448 -2.68259 -0.80934 0.0 0.0 0.0 0.15
H -1.98391 0.13952 2.23589 0.0 -0.1 -0.1 -0.14
H -1.09060 2.11051 0.69348 0.0 0.0 -0.1 0.20
H -1.67497 1.36474 -0.79523 0.0 0.0 0.0 0.17
H -3.25436 2.62370 1.48825 0.0 -0.1 0.0 0.16
H -3.24430 3.09183 -0.21148 0.0 0.0 0.1 0.13
H -4.54090 1.33037 -0.63713 0.2 -0.2 0.3 0.45
```
Forces are in eV/Å.

Copy entry 4 word for word.
The following is a DFT calculation (ωB97M-V with the def2-TZVPD basis set) of the ion C8H18BO6S with charge -1 at a distorted geometry.

Results
E_tot (Ha): -1190.20694
LUMO level (eV): 3.127
Gap between HOMO and LUMO (Ha): 0.2844
Spin multiplicity: 1
Largest force on an atom (hartree/bohr): 0.0225
Total charge: -1
HOMO energy (eV): -4.613

XYZ file:
```
34
Properties=species:S:1:pos:R:3:forces:R:3:nbo_charge:R:1
O 4.12048 0.47039 0.63318 0.0 0.2 -0.2 -0.95
S 3.00117 1.37198 0.60097 -0.3 -0.5 1.0 2.37
O 3.25459 2.78240 0.54927 0.0 -0.1 -0.1 -0.94
O 2.16751 1.09131 1.94548 0.3 0.2 -0.4 -0.91
C 1.83307 0.90294 -0.64929 -0.4 0.1 -0.4 -0.74
C 2.23063 -0.28987 -1.51182 0.0 0.0 0.0 -0.40
C 2.23936 -1.64299 -0.78704 0.2 0.0 0.2 -0.41
C 0.91347 -2.25302 -0.25689 0.0 -0.1 0.2 -0.42
C -0.33024 -1.38973 -0.20372 0.0 0.2 -0.2 0.07
C -1.65155 -2.09844 0.04995 0.1 0.0 0.1 -0.06
O -2.53178 -1.05862 0.34747 0.1 0.1 0.1 -0.73
B -1.73920 0.02309 1.02801 -0.1 0.0 0.2 0.65
C -1.88649 1.46721 0.28348 0.1 0.0 -0.1 -0.72
C -3.18779 2.22894 0.46998 -0.1 0.0 0.0 -0.04
O -4.37081 1.43649 0.30743 -0.2 0.2 -0.3 -0.73
O -0.28741 -0.48365 0.88186 0.0 0.3 0.0 -0.78
H 1.30067 0.69067 1.74334 -0.3 -0.3 -0.1 0.54
H 1.66347 1.81282 -1.22682 0.2 -0.1 -0.1 0.25
H 0.88331 0.64845 -0.16137 0.2 0.3 0.1 0.31
H 1.51648 -0.29467 -2.34095 0.0 -0.1 0.0 0.21
H 3.22142 -0.13841 -1.94758 0.0 0.0 0.0 0.21
H 2.93862 -1.56783 0.04826 0.0 0.1 -0.1 0.22
H 2.70693 -2.34681 -1.48193 -0.1 -0.1 0.1 0.20
H 1.06544 -2.57321 0.77956 0.1 -0.1 -0.1 0.21
H 0.69329 -3.16188 -0.82784 -0.1 0.1 -0.1 0.19
H -0.46464 -0.83240 -1.15254 0.1 -0.1 0.0 0.14
H -1.50648 -2.77324 0.91510 -0.1 -0.1 -0.1 0.14
H -2.00448 -2.68259 -0.80934 0.0 0.0 0.0 0.15
H -1.98391 0.13952 2.23589 0.0 -0.1 -0.1 -0.14
H -1.09060 2.11051 0.69348 0.0 0.0 -0.1 0.20
H -1.67497 1.36474 -0.79523 0.0 0.0 0.0 0.17
H -3.25436 2.62370 1.48825 0.0 -0.1 0.0 0.16
H -3.24430 3.09183 -0.21148 0.0 0.0 0.1 0.13
H -4.54090 1.33037 -0.63713 0.2 -0.2 0.3 0.45
```
Forces are in eV/Å.

Which of these has the highest E_tot? C8H18BN2O4

Copy entry 2 word for word.
The following is a DFT calculation (ωB97M-V with the def2-TZVPD basis set) of a structure of composition C8H18AgF3O9S at a distorted geometry.

Results
E_tot (Ha): -1837.50648
LUMO level (eV): 4.560
Gap between HOMO and LUMO (Ha): 0.1434
Spin multiplicity: 1
Largest force on an atom (hartree/bohr): 0.0730
Total charge: -2
HOMO energy (eV): 0.658

XYZ file:
```
40
Properties=species:S:1:pos:R:3:forces:R:3:nbo_charge:R:1
Ag -0.48437 0.07892 0.10047 -0.1 0.4 -1.1 0.89
C 0.38864 0.95448 -4.86646 -0.5 -0.1 2.5 0.71
F -0.47097 -0.04272 -4.95363 0.0 -0.2 -0.7 -0.30
F 1.63898 0.43982 -4.87483 0.0 0.1 -0.4 -0.35
F 0.25456 1.77389 -5.90447 0.1 0.1 -0.5 -0.34
S 0.06677 1.86071 -3.22223 -0.9 1.0 1.5 2.30
O -1.35041 2.20040 -3.18692 1.2 -0.2 -0.8 -0.95
O 0.46618 0.95989 -2.12807 0.3 0.3 -1.3 -1.02
O 0.94094 3.03361 -3.35815 0.1 -0.5 -0.2 -1.04
C -2.32221 -0.91034 -1.76693 0.9 3.4 -1.3 0.92
O -2.59983 -0.66843 -2.97905 -0.6 -1.7 0.4 -0.83
O -2.65366 0.01120 -0.88213 -0.8 -0.1 1.4 -1.01
O -1.46153 -1.77149 -1.35097 0.3 -1.8 0.6 -0.95
C 3.52845 -1.66004 1.73913 0.5 -0.4 -0.1 -0.65
C 2.00649 -1.53640 1.72769 -0.3 1.1 -0.1 -0.08
O 1.69283 -0.25472 1.16738 0.1 0.2 0.0 -0.72
H 4.00458 -1.18113 2.59988 -0.3 0.0 0.2 0.19
H 3.96544 -1.13780 0.88520 -0.3 -0.1 -0.2 0.22
H 3.94779 -2.66734 1.68493 -0.4 -0.2 0.1 0.21
H 1.54552 -1.53550 2.72065 0.3 -0.5 0.1 0.16
H 1.41383 -2.20673 1.10580 0.5 -0.4 0.0 0.22
H 2.29566 0.39066 1.54771 -0.1 0.2 -0.1 0.46
C -1.26775 -3.21201 3.33460 -1.2 -0.7 1.0 -0.62
C -1.38227 -3.13249 1.82507 -0.4 -0.2 -0.2 -0.05
O -1.32964 -1.79099 1.48325 0.4 0.4 0.6 -0.80
H -2.21627 -2.86758 3.76153 0.0 0.3 -0.1 0.20
H -0.51534 -2.63187 3.86891 0.4 0.1 -0.7 0.20
H -1.22584 -4.23855 3.71911 0.3 -0.1 -0.3 0.18
H -2.36209 -3.49959 1.48680 0.0 -0.3 0.4 0.17
H -0.66998 -3.79088 1.30348 0.4 0.4 0.0 0.14
H -1.69449 -1.63212 0.58091 -0.2 -0.5 -0.8 0.53
C 0.54214 3.56522 0.40938 0.1 0.1 0.1 -0.64
C -0.97944 3.62181 0.27484 0.3 -0.4 -0.9 -0.06
O -1.44347 2.27872 0.27072 -0.1 0.9 1.0 -0.74
H 0.81207 3.24345 1.41937 0.0 0.1 0.1 0.18
H 1.03027 4.52051 0.20341 -0.2 0.2 0.1 0.19
H 1.01369 2.86281 -0.27995 -0.5 -0.1 -0.2 0.26
H -1.29126 4.07136 -0.67236 0.3 0.1 -0.2 0.18
H -1.43427 4.23910 1.05882 0.1 -0.2 0.3 0.12
H -2.39972 2.26217 0.14713 0.1 -0.6 -0.5 0.51
```
Forces are in eV/Å.

Look up the spin multiplicity of the second one. 1